Molecular formula: C49H45AsCl2KN6O7S4
Method: DFT, wB97M-V/def2-TZVPD

Calculated values
**Highest occupied orbital energy (spin up / spin down)**: 0.111 / -2.570 eV
**Charge**: -2
**Relative energy (zero: lowest compared OMol25 entry of this formula, charge and spin)**: 7.6 kJ/mol
**Frontier orbital gap (spin up / spin down)**: 0.1175 / 0.2160 Ha
**2S+1**: 2
**⟨S²⟩**: 0.793

XYZ file:
```
115
Properties=species:S:1:pos:R:3:forces:R:3:lowdin_charge:R:1
K 0.45061 -1.21058 -1.35922 -0.08 -0.21 -0.34 0.633
O 0.31787 0.09531 -3.53219 -0.02 0.34 -0.41 -0.296
N -0.81997 0.40880 -4.09871 -0.02 -0.26 0.10 -0.232
C -1.64364 -0.62269 -4.41316 0.01 0.03 0.01 -0.054
C -2.88513 -0.43887 -4.95615 -0.01 0.00 0.00 -0.080
C -3.31493 0.86945 -5.18533 0.01 -0.01 0.01 -0.098
C -2.47676 1.90601 -4.86467 0.01 0.00 -0.01 -0.136
C -1.19607 1.71271 -4.29835 -0.07 0.15 -0.08 -0.744
S -0.20309 3.02904 -3.84789 0.03 0.01 0.01 0.516
H -1.23621 -1.58562 -4.14409 -0.02 -0.02 -0.02 0.124
H -3.50640 -1.30085 -5.15358 0.00 0.01 0.00 0.099
H -4.29842 1.07332 -5.59045 0.00 -0.03 0.00 0.096
H -2.77836 2.93326 -5.01207 0.01 0.00 0.00 0.087
Cl 1.53120 -6.66985 4.37619 0.01 -0.03 0.01 0.582
C 1.12262 -5.34880 3.29998 0.01 0.01 -0.05 -0.685
C 0.12782 -4.43972 3.68663 -0.04 0.05 0.00 -0.149
C -0.19605 -3.39994 2.86618 -0.02 -0.01 0.04 -0.559
Cl -1.45289 -2.29574 3.35482 -0.03 -0.01 0.00 0.689
C 0.43522 -3.14891 1.58385 0.04 -0.09 -0.10 -0.424
O 0.13461 -2.17089 0.87596 -0.01 -0.13 0.56 -0.186
C 1.42805 -4.14126 1.23253 -0.01 0.00 -0.01 -0.125
C 2.13780 -4.13116 -0.03315 0.01 -0.05 0.00 -0.252
O 2.00830 -3.38024 -0.98337 0.05 -0.04 0.07 -0.050
C 1.74888 -5.20160 2.09449 -0.03 0.00 0.05 -0.096
H -0.38707 -4.56027 4.63032 0.01 -0.02 0.01 0.096
H 2.88918 -4.95030 -0.10287 -0.01 0.00 -0.01 0.115
H 2.50153 -5.91703 1.78270 0.01 -0.01 0.00 0.104
S -5.82828 3.28023 -0.90894 -0.03 0.03 0.09 0.996
C -5.37225 4.88758 -1.30964 0.03 0.03 -0.09 -0.461
C -4.13006 4.91546 -1.86631 0.00 0.02 0.03 -0.205
C -3.52870 3.63421 -1.96798 -0.04 0.00 0.05 -0.137
C -4.32786 2.62772 -1.47914 0.06 -0.03 -0.09 -0.487
C -4.05252 1.20468 -1.40529 0.00 -0.04 0.01 -0.235
C -2.72739 0.73068 -1.52176 0.01 0.08 0.01 -0.134
N -2.36117 -0.52245 -1.47990 0.01 -0.01 -0.07 0.102
C -3.32872 -1.48460 -1.33768 -0.01 0.04 0.01 -0.160
C -4.69559 -1.10721 -1.15819 -0.02 -0.04 0.00 -0.163
C -5.67278 -2.14599 -0.96160 -0.03 0.01 0.01 -0.052
C -5.31912 -3.44423 -0.94651 -0.02 -0.02 0.01 -0.049
C -3.94964 -3.85635 -1.14223 -0.02 0.01 -0.01 -0.167
C -3.56617 -5.18007 -1.10528 0.02 0.05 0.00 0.002
C -2.20939 -5.52647 -1.28994 -0.01 -0.06 0.01 -0.237
C -1.33277 -4.45423 -1.55451 0.06 0.05 -0.01 -0.124
N -1.65560 -3.18895 -1.61069 0.06 -0.05 -0.03 0.090
C -2.96499 -2.84397 -1.36632 -0.02 0.00 0.02 -0.164
C -1.74504 -6.89058 -1.23102 -0.09 0.05 0.00 -0.484
C -2.49009 -8.05093 -1.15256 0.02 0.03 -0.01 -0.156
C -1.70109 -9.22709 -1.10807 0.03 -0.01 0.00 -0.231
C -0.36413 -8.97557 -1.14936 -0.03 -0.04 0.01 -0.460
S -0.05447 -7.28491 -1.23059 0.06 -0.01 0.00 1.013
C -5.03572 0.23235 -1.19591 0.04 -0.03 -0.01 -0.010
H -6.03939 5.71434 -1.13021 -0.03 -0.01 0.01 0.043
H -3.64932 5.82196 -2.20771 0.00 0.02 0.01 0.094
H -2.55136 3.47072 -2.40658 0.02 -0.02 0.01 0.046
H -1.92101 1.45392 -1.64367 0.01 0.00 0.00 0.096
H -6.70814 -1.85332 -0.81723 0.00 0.00 0.00 0.101
H -6.06483 -4.21641 -0.78536 0.00 0.00 0.00 0.100
H -4.31522 -5.93968 -0.91098 0.00 -0.01 0.00 0.099
H -0.28138 -4.66870 -1.74415 0.01 -0.01 0.00 0.084
H -3.56993 -8.05231 -1.14218 -0.01 0.00 0.00 0.088
H -2.11454 -10.22521 -1.04969 0.00 -0.01 0.00 0.086
H 0.44858 -9.68217 -1.12921 0.02 0.00 0.00 0.044
H -6.07978 0.50990 -1.08109 0.00 0.02 0.00 0.092
C 3.74395 6.05500 2.76466 -0.03 0.02 0.01 -0.110
C 3.46749 5.54850 1.35840 -0.10 0.05 -0.05 -0.296
S 4.78124 4.47597 0.83005 0.00 0.00 0.06 0.635
O 4.73996 3.27306 1.62546 -0.02 0.01 0.03 -0.295
O 6.00000 5.24899 0.78763 0.04 -0.01 -0.03 -0.316
C 4.32597 4.05548 -0.83759 -0.01 0.01 -0.15 -0.206
C 5.12613 2.85730 -1.34969 0.04 0.01 -0.09 -0.134
N 4.58552 1.58269 -0.90645 -0.10 -0.08 0.02 0.051
C 3.33807 1.13562 -1.23269 0.11 0.04 0.12 -0.308
N 3.01640 0.03988 -0.56058 0.23 0.09 -0.06 0.119
C 4.08272 -0.24226 0.23122 -0.15 -0.10 -0.04 -0.027
C 5.06051 0.68950 0.03908 0.08 0.07 0.05 -0.169
N 6.35456 0.70112 0.62093 0.02 0.04 0.07 -0.342
O 7.20397 1.46764 0.17712 -0.09 -0.03 -0.03 0.047
O 6.55830 -0.08109 1.53291 -0.02 0.02 -0.05 0.075
C 2.46165 1.83348 -2.19448 -0.13 0.06 -0.12 -0.047
H 2.91466 6.68276 3.08914 0.01 0.00 0.02 0.079
H 4.66261 6.63857 2.79665 0.01 -0.01 0.00 0.074
H 3.83119 5.22085 3.45793 0.01 -0.03 0.03 0.065
H 3.41729 6.36159 0.63214 0.02 0.00 0.00 0.107
H 2.54380 4.97152 1.30855 0.00 -0.05 0.00 0.079
H 4.53799 4.92929 -1.45428 0.03 0.04 0.06 0.116
H 3.25255 3.86631 -0.87072 0.02 -0.03 0.07 0.087
H 6.16467 2.91695 -1.04369 0.02 0.00 0.04 0.109
H 5.09994 2.87328 -2.43922 0.00 0.00 0.02 0.129
H 4.11528 -1.09980 0.88152 -0.01 -0.02 0.00 0.129
H 3.00438 2.49878 -2.86447 0.02 -0.02 0.01 0.080
H 1.69715 2.42561 -1.68650 0.03 -0.01 0.02 0.037
H 1.88080 1.14222 -2.80788 0.00 -0.07 0.00 0.041
C 0.73555 2.95515 0.82094 0.00 -0.03 0.05 -0.324
As 0.03032 1.11319 0.85129 -0.03 0.17 0.09 1.182
C -1.70462 1.50849 1.66747 0.05 0.02 -0.01 -0.289
C 1.03428 0.47783 2.44344 0.03 -0.05 -0.03 -0.315
C 0.96069 1.32219 3.66643 -0.01 0.01 0.01 -0.291
C 1.92080 2.29968 3.93572 -0.01 0.01 0.02 -0.053
C 1.83492 3.08415 5.07774 0.02 0.02 -0.03 -0.101
C 0.78709 2.91545 5.97191 0.01 0.01 0.02 -0.119
C -0.17095 1.94365 5.71744 -0.02 -0.01 -0.01 -0.096
C -0.08199 1.15527 4.58063 0.00 -0.01 -0.01 -0.063
H 0.52346 3.49654 1.74469 0.00 0.01 0.01 0.024
H 0.30022 3.47499 -0.03454 0.00 0.03 0.01 0.023
H 1.81841 2.88071 0.68728 0.01 0.02 0.02 -0.010
H -1.60495 2.08547 2.58757 -0.01 -0.01 0.00 0.015
H -2.20936 0.56218 1.86383 -0.02 0.00 0.02 0.022
H -2.29756 2.07033 0.94466 -0.01 0.00 0.00 0.012
H 2.06302 0.37828 2.09386 0.01 0.01 0.00 0.058
H 0.64305 -0.52398 2.61499 0.00 0.02 0.00 0.032
H 2.75385 2.42993 3.25244 0.01 0.00 -0.02 0.096
H 2.60014 3.82449 5.27859 0.02 0.02 -0.01 0.087
H 0.72496 3.52705 6.86371 0.00 0.00 0.00 0.088
H -0.98938 1.79049 6.41087 0.00 0.01 0.01 0.095
H -0.81949 0.38373 4.39293 0.01 0.01 0.01 0.081
```
Positions in Å, forces in eV/Å.

Molecular formula: C49H45CaN12O3S3
Method: DFT, wB97M-V/def2-TZVPD

Calculated values
**Highest occupied orbital energy**: -9.553 eV
**Charge**: +1
**Frontier orbital gap**: 0.2755 Ha

XYZ file:
```
113
Properties=species:S:1:pos:R:3:forces:R:3:lowdin_charge:R:1
Ca 0.84954 0.02883 -0.62165 -0.87 0.33 -1.36 1.181
N -1.67126 -1.97147 2.67675 -0.04 0.12 0.15 0.086
C -0.88516 -1.21567 1.86885 -0.07 -0.06 -0.01 -0.887
S -1.59836 -0.64817 0.43005 -0.48 0.05 -0.51 0.618
N 0.31664 -0.95677 2.32205 -0.09 -0.60 1.68 -0.033
N 1.28174 -0.57797 1.50185 0.82 -0.07 0.11 -0.102
C 2.37334 -0.02117 1.93025 -0.73 -0.44 0.42 -0.215
C 2.61714 0.54193 3.26045 0.07 0.05 0.41 -0.159
C 1.81094 0.22973 4.35945 -0.14 -0.17 0.04 -0.026
C 1.96344 0.89193 5.56265 0.14 0.12 0.12 -0.081
C 2.92994 1.87323 5.70555 -0.01 -0.01 0.05 -0.080
C 3.75694 2.17783 4.63605 0.10 0.04 0.10 -0.073
C 3.60564 1.52113 3.43055 -0.02 -0.07 -0.01 -0.048
C 3.42144 0.10753 0.90235 0.70 -0.16 -0.04 -0.245
C 4.72934 -0.31867 1.15935 -0.20 0.07 -0.06 0.007
C 5.68504 -0.20517 0.17015 -0.18 0.08 -0.13 -0.033
C 5.31814 0.35173 -1.04905 -0.14 0.19 0.17 -0.061
C 3.99184 0.71353 -1.23135 0.63 0.05 -0.34 -0.126
N 3.06744 0.58053 -0.29285 0.52 0.40 0.35 -0.001
H -2.66386 -1.97737 2.51305 0.07 0.00 -0.02 0.077
H -1.33756 -2.19287 3.59885 0.07 -0.01 0.05 0.098
H 1.06114 -0.53517 4.25425 0.02 0.05 0.03 0.087
H 1.33044 0.63613 6.40095 -0.05 -0.06 0.03 0.102
H 3.04514 2.38883 6.64795 0.03 0.06 0.05 0.106
H 4.52084 2.93433 4.75295 0.01 0.03 -0.08 0.109
H 4.25114 1.78843 2.60675 0.03 0.06 -0.05 0.110
H 4.97454 -0.74807 2.11815 -0.02 0.01 0.13 0.131
H 6.68984 -0.56797 0.33625 0.06 0.05 0.01 0.120
H 6.03994 0.46863 -1.84245 -0.03 0.07 -0.06 0.110
H 3.64194 1.10983 -2.17795 0.07 0.01 -0.07 0.123
C -0.86466 3.33033 4.56515 -0.17 0.35 0.50 -0.070
N -0.13606 3.03143 3.34995 0.15 -0.36 -0.66 -0.095
C -0.34886 2.14433 2.36535 -0.07 -0.04 0.09 -0.143
N 0.57024 2.27393 1.43275 0.00 -0.35 -0.48 0.082
C 1.34774 3.27303 1.89815 -0.39 -0.02 0.22 -0.219
N 0.94754 3.75473 3.04875 0.50 0.73 0.33 0.125
C -2.00226 2.38453 4.82715 0.02 -0.08 0.01 -0.194
C -2.11406 1.70393 6.03345 0.04 0.10 -0.10 -0.022
C -3.17796 0.84463 6.26525 -0.03 -0.04 0.01 -0.053
C -4.10136 0.58823 5.26935 -0.02 0.10 -0.18 -0.007
C -3.98216 1.24793 4.04815 0.46 0.30 0.18 -0.132
C -2.97026 2.18603 3.85735 -0.20 -0.12 0.16 0.014
C -4.81656 0.92173 2.91555 -0.69 -0.53 -0.28 -0.282
N -5.78566 0.05923 2.80985 0.77 0.33 1.53 0.113
N -6.15516 0.03233 1.52325 -0.17 0.23 -1.75 0.114
C -5.39566 0.87363 0.88345 -0.45 -0.55 0.65 -0.287
O -4.52676 1.48083 1.71905 -0.01 0.03 -0.03 0.113
C -5.34146 1.17163 -0.52865 0.26 0.33 -0.37 -0.125
C -6.15436 0.50653 -1.44385 0.03 0.07 0.12 -0.002
C -6.03476 0.79073 -2.78945 -0.07 -0.01 0.04 -0.065
C -5.10386 1.71823 -3.23415 0.11 0.15 0.07 -0.030
C -4.29926 2.39153 -2.32665 -0.08 -0.04 -0.06 -0.211
C -3.25856 3.39013 -2.75945 -0.44 0.25 -0.32 -0.065
N -1.97846 3.03583 -2.19545 0.40 -0.70 0.27 -0.116
C -1.51416 1.81383 -1.90865 -0.05 0.20 -0.08 -0.170
N -0.29186 1.90583 -1.42795 -0.27 0.26 -0.32 -0.054
C -0.04696 3.23293 -1.43405 -0.27 0.04 -0.21 -0.198
N -1.04786 3.94143 -1.89355 0.24 0.96 -0.05 0.129
C -4.42686 2.11973 -0.97405 -0.25 -0.15 0.00 0.028
H -1.24606 4.35603 4.47725 0.13 -0.14 0.02 0.141
H -0.14986 3.31073 5.39275 -0.07 0.00 -0.13 0.124
H -1.14906 1.43513 2.33525 -0.15 -0.14 0.06 0.086
H 2.20074 3.64823 1.36995 0.26 0.14 -0.01 0.111
H -1.37416 1.85963 6.80315 0.12 0.02 0.11 0.112
H -3.27336 0.35913 7.22475 0.01 -0.07 0.05 0.111
H -4.91046 -0.10827 5.41505 -0.09 -0.13 0.03 0.119
H -2.94036 2.74593 2.93515 0.06 0.00 -0.10 0.127
H -6.86526 -0.21617 -1.08025 -0.11 -0.14 0.02 0.119
H -6.66776 0.28603 -3.50255 -0.07 -0.07 -0.07 0.110
H -5.00886 1.92233 -4.28955 0.03 0.03 -0.16 0.115
H -3.50686 4.39543 -2.40305 0.14 -0.15 -0.07 0.141
H -3.16966 3.42263 -3.85025 -0.09 0.05 0.13 0.133
H -2.08616 0.91383 -2.02055 -0.14 -0.16 -0.06 0.111
H 0.87244 3.66573 -1.09595 0.12 0.16 0.08 0.108
H -3.80206 2.63623 -0.26125 0.08 0.03 0.10 0.133
O 1.86444 -1.93007 -1.07015 -0.18 0.26 -0.15 -0.673
S 2.40024 -3.31047 -1.00195 0.91 -1.17 -0.82 1.050
C 1.89524 -4.08017 -2.63065 -0.04 0.23 0.48 -0.262
C 1.90214 -3.02997 -3.72295 -0.02 0.17 -0.04 -0.259
C 0.69474 -3.06327 -4.66145 0.10 0.01 0.19 -0.213
C 0.57614 -1.73197 -5.38515 -0.13 0.31 0.34 -0.278
S -0.02826 -0.29787 -4.34135 -0.87 -0.90 -1.09 1.013
O 0.80624 -0.23277 -3.11855 0.60 0.08 0.84 -0.624
C -1.58066 -1.08387 -3.85345 0.28 0.22 -0.14 -0.407
C -1.64806 -1.84527 -2.70035 0.18 0.14 -0.02 -0.140
C -2.83736 -2.47737 -2.37705 0.01 -0.02 -0.02 -0.066
C -3.93816 -2.34367 -3.20795 -0.02 -0.03 -0.03 -0.057
C -3.87006 -1.55297 -4.34585 0.05 -0.07 -0.07 -0.073
C -2.68436 -0.91807 -4.67325 0.06 0.04 -0.06 -0.088
C 4.16894 -3.20007 -1.39755 -0.33 -0.08 0.26 -0.363
C 5.02234 -4.07207 -0.73865 -0.12 -0.01 0.07 -0.081
C 6.38084 -4.03357 -1.00445 0.05 -0.04 -0.01 -0.063
C 6.87604 -3.13897 -1.94115 0.03 -0.05 -0.02 -0.064
C 6.01604 -2.28357 -2.60945 -0.05 -0.10 -0.02 -0.078
C 4.66154 -2.29557 -2.32135 -0.14 -0.01 -0.14 -0.097
H 0.89224 -4.46287 -2.44985 -0.09 -0.06 0.07 0.089
H 2.56404 -4.91507 -2.81865 0.05 -0.12 0.14 0.100
H 2.81374 -3.09607 -4.31735 0.06 0.02 0.05 0.123
H 1.88034 -2.05557 -3.22955 0.12 -0.12 -0.16 0.054
H -0.21786 -3.25647 -4.09465 0.02 -0.08 -0.07 0.096
H 0.79164 -3.87067 -5.39225 -0.06 0.07 -0.03 0.127
H -0.12266 -1.78207 -6.21835 -0.10 0.16 -0.05 0.094
H 1.54614 -1.40907 -5.76135 0.04 0.12 -0.09 0.095
H -0.77556 -1.93387 -2.06545 -0.04 -0.09 0.03 0.071
H -2.89506 -3.07597 -1.48185 -0.02 -0.02 0.12 0.109
H -4.85206 -2.86707 -2.97515 -0.13 0.01 0.08 0.113
H -4.73366 -1.44057 -4.98415 -0.07 0.00 -0.04 0.111
H -2.60146 -0.31047 -5.56295 -0.08 0.10 -0.11 0.113
H 4.62144 -4.77257 -0.02135 -0.01 -0.08 0.13 0.110
H 7.05064 -4.70617 -0.48905 0.03 -0.03 0.04 0.112
H 7.93434 -3.10987 -2.15155 0.09 -0.03 -0.04 0.111
H 6.39974 -1.60547 -3.35765 0.03 0.09 -0.02 0.114
H 3.99534 -1.59767 -2.80215 -0.06 0.04 -0.06 0.106
```
Positions in Å, forces in eV/Å.